Record 1
Molecular formula: C14H42N14O28
Method: DFT, wB97M-V/def2-TZVPD

CARTESIAN COORDINATES (ANGSTROEM)
C -11.79 -7.64 7.34
N -11.18 -7.41 8.63
O -11.91 -7.25 9.59
O -9.92 -7.39 8.65
H -11.59 -8.70 7.20
H -11.24 -7.19 6.51
H -12.85 -7.39 7.34
C -11.14 -11.90 7.15
N -9.73 -11.86 6.66
O -8.79 -12.47 7.15
O -9.60 -11.15 5.69
H -11.26 -12.49 8.07
H -11.81 -12.23 6.36
H -11.46 -10.89 7.39
C -13.99 -4.84 10.26
N -14.70 -5.14 8.98
O -14.66 -6.28 8.55
O -15.26 -4.17 8.47
H -13.28 -4.03 10.08
H -13.45 -5.66 10.72
H -14.84 -4.62 10.90
C -9.89 -9.89 10.23
N -9.53 -11.09 10.95
O -10.09 -11.33 12.06
O -8.81 -11.84 10.33
H -10.73 -9.43 10.75
H -10.01 -10.15 9.18
H -9.05 -9.21 10.40
C -15.80 -13.31 9.52
N -16.41 -12.06 8.93
O -16.52 -11.16 9.72
O -16.80 -12.15 7.76
H -15.33 -12.97 10.44
H -14.95 -13.66 8.92
H -16.65 -13.97 9.67
C -18.26 -12.53 12.34
N -17.58 -13.82 12.78
O -17.72 -14.75 12.01
O -17.16 -13.90 13.92
H -19.25 -12.66 12.78
H -18.30 -12.44 11.25
H -17.74 -11.66 12.74
C -9.91 -4.99 11.08
N -10.31 -4.17 12.19
O -9.89 -4.53 13.30
O -11.03 -3.22 11.94
H -8.85 -5.22 11.14
H -10.13 -4.38 10.20
H -10.46 -5.93 11.02
C -17.73 -5.61 11.81
N -18.02 -7.08 11.41
O -17.46 -7.45 10.39
O -18.82 -7.75 12.08
H -17.26 -5.54 12.80
H -18.66 -5.07 11.94
H -17.09 -5.20 11.03
C -16.92 -8.79 6.87
N -18.44 -8.82 6.96
O -19.01 -8.05 7.72
O -19.01 -9.53 6.17
H -16.65 -9.37 5.99
H -16.41 -9.16 7.76
H -16.70 -7.73 6.69
C -12.73 -13.30 13.84
N -13.67 -13.10 12.68
O -14.55 -12.25 12.84
O -13.58 -13.78 11.69
H -12.92 -12.48 14.53
H -11.76 -13.31 13.33
H -12.93 -14.31 14.18
C -11.32 -8.07 14.74
N -11.27 -7.68 13.30
O -10.23 -7.80 12.71
O -12.34 -7.40 12.73
H -10.33 -7.78 15.10
H -11.51 -9.14 14.88
H -11.96 -7.44 15.35
C -14.38 -13.07 5.87
N -14.46 -11.65 5.48
O -15.22 -11.39 4.52
O -13.75 -10.91 6.07
H -14.04 -13.61 4.99
H -15.34 -13.48 6.21
H -13.66 -13.15 6.68
C -14.94 -9.93 14.97
N -14.98 -8.56 14.48
O -15.40 -8.33 13.32
O -14.45 -7.72 15.22
H -15.82 -10.42 14.55
H -14.79 -10.19 16.01
H -14.13 -10.34 14.37
C -14.53 -9.02 10.60
N -13.46 -9.92 10.12
O -12.87 -10.51 11.01
O -13.33 -10.12 8.93
H -14.12 -8.24 11.24
H -15.20 -9.65 11.20
H -14.98 -8.63 9.69

Results
Lowest unoccupied orbital energy = -0.68 eV
Energy above the lowest of the compared OMol25 structures with the same formula, charge and spin = 2.110 eV
F_max = 4.174 eV/Å
Orbital gap = 0.36085 Ha
E_HOMO = -0.38576 Eh
M = 854.56 g mol⁻¹

---

Record 2
Molecular formula: C14H42N4O7
Method: DFT, wB97M-V/def2-TZVPD

CARTESIAN COORDINATES (ANGSTROEM)
O -0.44 -0.27 -2.07
H -0.63 -1.18 -1.86
H 0.06 0.05 -1.32
C 3.30 0.82 -0.25
O 2.86 0.47 -1.32
N 4.33 1.58 -0.10
N 2.80 0.51 0.87
H 4.48 1.97 0.81
H 4.94 1.78 -0.88
H 3.30 0.79 1.70
H 1.90 0.06 0.96
C -1.22 3.04 -2.70
O -1.36 4.23 -2.77
N -2.29 2.28 -2.58
N -0.09 2.47 -2.66
H -2.18 1.30 -2.36
H -3.16 2.75 -2.39
H 0.77 2.97 -2.80
H -0.17 1.47 -2.52
C -4.75 -0.34 -1.54
C -4.43 -0.45 -0.05
C -3.10 0.21 0.20
O -5.43 0.41 0.65
H -4.85 0.63 -2.03
H -5.71 -0.82 -1.73
H -4.08 -0.95 -2.15
H -4.56 -1.49 0.27
H -2.74 0.30 1.22
H -3.12 1.28 0.03
H -2.20 -0.13 -0.31
H -5.49 1.14 0.03
C 3.70 -3.08 -1.31
C 2.24 -3.16 -1.74
C 1.66 -4.58 -1.35
O 1.58 -2.12 -0.97
H 3.98 -2.09 -1.67
H 4.35 -3.90 -1.61
H 3.70 -3.17 -0.22
H 2.12 -3.05 -2.82
H 2.20 -5.43 -1.76
H 0.65 -4.61 -1.75
H 1.66 -4.72 -0.27
H 2.11 -1.34 -1.14
C 1.24 3.73 1.16
C -0.20 3.10 0.98
C -0.78 2.54 2.30
O -0.97 4.20 0.54
H 1.02 4.39 2.00
H 1.72 4.21 0.31
H 1.93 3.02 1.64
H -0.14 2.39 0.16
H -1.73 2.03 2.14
H -1.02 3.32 3.02
H -0.08 1.83 2.73
H -0.67 4.56 -0.30
C -1.12 -2.18 2.82
C 0.31 -1.64 2.52
C 1.46 -2.59 2.60
O 0.31 -0.97 1.26
H -1.19 -2.37 3.89
H -1.47 -2.94 2.13
H -1.87 -1.41 2.65
H 0.62 -0.84 3.20
H 1.52 -3.23 1.72
H 1.41 -3.08 3.57
H 2.42 -2.07 2.58
H 0.58 -1.64 0.64

Results
Lowest unoccupied orbital energy = 0.31 eV
Energy above the lowest of the compared OMol25 structures with the same formula, charge and spin = 1.535 eV
F_max = 5.934 eV/Å
Orbital gap = 0.34749 Ha
E_HOMO = -0.33597 Eh
M = 378.51 g mol⁻¹
SMILES = NC(N)=O.NC(N)=O.CC(C)O.CC(C)O.CC(C)O.CC(C)O.O

---

Record 3
Molecular formula: C14H42O11PS7Tl
Method: DFT, wB97M-V/def2-TZVPD

CARTESIAN COORDINATES (ANGSTROEM)
Tl -0.24 0.28 -1.04
P -1.82 1.07 -3.66
O -2.57 1.06 -2.35
O -1.09 -0.35 -3.61
O -0.68 2.07 -3.19
O -2.66 1.41 -4.93
C -4.06 2.20 0.67
S -2.46 3.14 1.03
O -1.42 2.01 1.00
C -2.24 3.98 -0.63
H -3.87 1.36 0.00
H -4.78 2.77 0.09
H -4.44 1.87 1.63
H -1.99 5.03 -0.48
H -3.19 4.07 -1.15
H -1.60 3.45 -1.33
C 3.11 4.37 0.18
S 2.17 3.47 -1.13
O 1.16 2.67 -0.36
C 1.08 4.80 -1.88
H 2.49 5.03 0.79
H 3.86 4.96 -0.35
H 3.60 3.54 0.69
H 0.40 4.26 -2.54
H 1.63 5.59 -2.40
H 0.58 5.38 -1.10
C -3.79 -3.87 -0.57
S -3.65 -2.04 -0.50
O -2.17 -1.79 -0.19
C -3.96 -1.88 -2.28
H -3.00 -4.32 -1.17
H -4.79 -4.10 -0.96
H -3.61 -4.29 0.42
H -3.49 -1.03 -2.78
H -5.03 -1.83 -2.47
H -3.56 -2.77 -2.77
C 2.89 -0.38 3.40
S 2.34 1.10 2.37
O 1.70 0.50 1.14
C 1.00 1.76 3.46
H 3.76 -0.82 2.91
H 2.09 -1.10 3.54
H 3.41 -0.07 4.31
H 0.48 0.93 3.94
H 0.36 2.46 2.92
H 1.33 2.40 4.27
C 4.81 -0.43 -0.87
S 3.81 -0.90 -2.35
O 2.43 -0.25 -2.12
C 4.72 0.05 -3.64
H 4.83 0.66 -0.74
H 5.74 -0.98 -0.95
H 4.33 -0.83 0.03
H 4.57 1.12 -3.54
H 4.46 -0.32 -4.63
H 5.76 -0.13 -3.35
C 2.80 -4.21 -0.40
S 1.34 -3.34 0.37
O 0.79 -2.43 -0.75
C 0.26 -4.83 0.64
H 3.66 -3.60 -0.69
H 2.47 -4.77 -1.27
H 3.22 -4.90 0.33
H -0.78 -4.53 0.76
H 0.65 -5.47 1.43
H 0.28 -5.42 -0.27
C -2.11 -2.63 2.94
S -1.25 -0.94 3.01
O -0.62 -0.65 1.66
C -2.88 -0.06 3.07
H -2.49 -2.80 3.95
H -1.44 -3.46 2.71
H -2.94 -2.62 2.22
H -2.67 0.95 3.43
H -3.49 -0.52 3.86
H -3.53 -0.11 2.20

Results
Lowest unoccupied orbital energy = -2.75 eV
Energy above the lowest of the compared OMol25 structures with the same formula, charge and spin = 2.600 eV
F_max = 3.905 eV/Å
Orbital gap = 0.17105 Ha
E_HOMO = -0.27215 Eh
M = 846.31 g mol⁻¹

---

Record 4
Molecular formula: C14H42O14
Method: DFT, wB97M-V/def2-TZVPD

CARTESIAN COORDINATES (ANGSTROEM)
C -2.34 3.83 -4.49
C -2.76 2.41 -5.05
O -4.15 2.16 -4.41
O -1.91 3.68 -3.18
H -2.96 4.70 -4.72
H -1.43 4.23 -4.94
H -2.04 1.72 -4.63
H -2.80 2.40 -6.14
H -4.06 1.86 -3.50
H -2.66 3.57 -2.58
C 4.50 7.44 -1.75
C 5.55 8.32 -2.31
O 6.60 8.50 -1.41
O 5.12 6.15 -1.64
H 3.71 7.31 -2.49
H 4.02 7.67 -0.80
H 5.16 9.21 -2.80
H 6.20 7.89 -3.06
H 6.46 7.79 -0.78
H 4.42 5.50 -1.71
C -0.06 -5.09 7.32
C 0.38 -3.96 8.29
O 1.49 -4.25 9.02
O 0.60 -5.16 6.02
H -1.13 -4.90 7.20
H 0.01 -6.11 7.69
H -0.38 -3.66 9.01
H 0.68 -3.05 7.77
H 1.25 -4.96 9.62
H 1.53 -5.14 6.25
C -4.83 4.26 3.28
C -3.47 4.83 3.71
O -2.46 3.80 3.83
O -4.75 3.31 2.22
H -5.38 5.17 3.06
H -5.21 3.67 4.12
H -3.50 5.55 4.52
H -3.08 5.30 2.81
H -2.29 3.61 2.90
H -5.46 2.69 2.42
C 6.12 3.58 -7.80
C 4.58 3.78 -7.76
O 4.09 2.91 -8.73
O 6.95 4.29 -8.69
H 6.44 2.57 -8.05
H 6.50 3.69 -6.78
H 4.50 4.81 -8.11
H 4.24 3.62 -6.74
H 4.25 2.04 -8.36
H 7.88 4.11 -8.50
C -3.55 -12.15 3.86
C -3.98 -11.32 2.62
O -5.24 -11.75 2.07
O -3.35 -13.55 3.53
H -4.38 -12.15 4.57
H -2.60 -11.71 4.16
H -3.31 -11.46 1.77
H -3.86 -10.28 2.90
H -5.19 -12.70 1.97
H -4.21 -13.95 3.66
C 0.11 -1.60 -0.62
C -0.92 -1.79 0.56
O -1.73 -2.95 0.50
O 0.84 -0.38 -0.47
H -0.55 -1.71 -1.48
H 0.82 -2.43 -0.54
H -1.60 -0.99 0.28
H -0.61 -1.46 1.56
H -1.35 -3.62 1.07
H 0.57 0.29 -1.10

Results
Lowest unoccupied orbital energy = 0.02 eV
Energy above the lowest of the compared OMol25 structures with the same formula, charge and spin = 5.209 eV
F_max = 3.625 eV/Å
Orbital gap = 0.36291 Ha
E_HOMO = -0.36206 Eh
M = 434.48 g mol⁻¹
SMILES = OCCO.OCCO.OCCO.OCCO.OCCO.OCCO.OCCO

---

Record 5
Molecular formula: C14H42O14
Method: DFT, wB97M-V/def2-TZVPD

CARTESIAN COORDINATES (ANGSTROEM)
C 0.41 4.50 -2.32
C 1.88 4.19 -2.35
O 2.20 3.56 -3.61
O -0.43 3.38 -2.21
H 0.16 4.95 -3.28
H 0.22 5.25 -1.53
H 2.13 3.46 -1.56
H 2.50 5.07 -2.19
H 2.90 2.92 -3.44
H -0.06 2.77 -1.55
C -3.88 -2.56 -4.64
C -2.38 -2.39 -5.04
O -1.91 -1.09 -4.75
O -4.14 -3.92 -4.42
H -4.42 -2.15 -5.50
H -4.10 -1.93 -3.78
H -2.35 -2.55 -6.11
H -1.81 -3.15 -4.51
H -2.01 -0.94 -3.81
H -5.07 -4.04 -4.22
C 2.75 3.78 2.34
C 2.52 2.96 3.58
O 3.72 2.44 4.13
O 2.97 2.92 1.21
H 3.59 4.47 2.42
H 1.91 4.42 2.08
H 1.84 2.14 3.30
H 1.94 3.55 4.29
H 4.03 1.74 3.55
H 3.91 2.76 1.07
C 2.35 -1.08 4.65
C 1.00 -0.70 4.07
O 0.33 0.21 4.89
O 2.22 -1.76 5.87
H 2.99 -0.19 4.71
H 2.89 -1.72 3.94
H 0.45 -1.64 3.94
H 1.09 -0.29 3.06
H 0.70 0.24 5.77
H 2.56 -1.26 6.61
C 2.47 -2.66 0.83
C 3.52 -3.43 1.56
O 3.51 -4.79 1.13
O 1.18 -3.06 1.28
H 2.52 -2.88 -0.24
H 2.61 -1.58 0.98
H 3.39 -3.31 2.64
H 4.50 -2.98 1.31
H 3.81 -5.32 1.88
H 0.52 -2.51 0.84
C -0.39 -0.17 -0.85
C 0.00 0.61 0.38
O 0.49 1.91 0.09
O -0.90 -1.42 -0.40
H 0.52 -0.41 -1.41
H -1.13 0.34 -1.47
H 0.72 0.06 1.00
H -0.88 0.65 1.03
H 1.30 2.05 0.58
H -1.87 -1.38 -0.33
C -4.39 -0.48 -1.33
C -5.88 -0.67 -1.38
O -6.31 -1.40 -2.53
O -3.64 -1.62 -0.96
H -4.14 0.38 -0.70
H -4.05 -0.12 -2.32
H -6.36 0.31 -1.36
H -6.21 -1.26 -0.51
H -6.36 -0.79 -3.26
H -4.15 -2.42 -1.12

Results
Lowest unoccupied orbital energy = 0.00 eV
Energy above the lowest of the compared OMol25 structures with the same formula, charge and spin = 1.008 eV
F_max = 1.529 eV/Å
Orbital gap = 0.35952 Ha
E_HOMO = -0.35968 Eh
M = 434.48 g mol⁻¹
SMILES = OCCO.OCCO.OCCO.OCCO.OCCO.OCCO.OCCO

---

Record 6
Molecular formula: C14H42O7
Method: DFT, wB97M-V/def2-TZVPD

CARTESIAN COORDINATES (ANGSTROEM)
C 0.46 5.23 -0.58
C -0.71 4.35 -0.02
O -0.75 3.18 -0.76
H 0.35 5.60 -1.60
H 1.44 4.76 -0.54
H 0.63 6.09 0.06
H -1.61 4.92 -0.25
H -0.55 4.06 1.02
H -0.90 3.31 -1.70
C -3.51 0.84 -0.77
C -3.52 0.84 0.80
O -2.68 -0.31 1.16
H -2.58 1.19 -1.21
H -4.41 1.38 -1.07
H -3.77 -0.10 -1.25
H -4.48 0.65 1.27
H -3.13 1.77 1.21
H -1.76 -0.18 0.88
C 1.34 -0.69 -4.11
C 2.19 0.16 -5.00
O 1.81 0.09 -6.40
H 0.30 -0.38 -4.17
H 1.76 -0.64 -3.10
H 1.42 -1.77 -4.26
H 3.22 -0.20 -5.00
H 2.16 1.21 -4.71
H 2.16 0.80 -6.94
C 1.17 2.44 4.94
C 1.19 2.05 3.46
O 0.06 1.19 3.37
H 1.84 1.78 5.49
H 0.15 2.47 5.33
H 1.68 3.41 4.98
H 2.13 1.61 3.13
H 1.01 2.92 2.82
H -0.16 0.99 2.46
C 2.58 -2.01 2.98
C 1.73 -1.67 4.22
O 1.62 -2.92 4.88
H 2.61 -1.17 2.29
H 2.39 -3.03 2.62
H 3.57 -2.06 3.43
H 0.76 -1.34 3.86
H 2.17 -0.91 4.86
H 1.01 -2.76 5.61
C -1.06 -4.12 -2.91
C -2.37 -4.88 -2.63
O -2.02 -5.96 -1.68
H -0.37 -4.86 -3.31
H -0.61 -3.71 -2.01
H -1.11 -3.37 -3.70
H -2.76 -5.35 -3.54
H -3.17 -4.20 -2.34
H -2.82 -6.47 -1.52
C 0.41 -1.43 0.20
C 0.71 0.01 -0.19
O -0.27 0.80 0.47
H -0.58 -1.72 -0.14
H 0.49 -1.65 1.27
H 1.03 -2.14 -0.33
H 0.70 0.14 -1.28
H 1.76 0.17 0.06
H -0.33 1.58 -0.09

Results
⟨S²⟩ = 0.751
Spin multiplicity = 2
Lowest unoccupied orbital energy (alpha / beta) = 2.65 / 2.62 eV
Energy above the lowest of the compared OMol25 structures with the same formula, charge and spin = 0.024 eV
F_max = 3.324 eV/Å
Orbital gap (alpha / beta) = 0.07757 / 0.35072 Ha
E_HOMO (alpha / beta) = 0.01967 / -0.25461 Eh
M = 322.48 g mol⁻¹
Net charge = -1